# 1
Computed, not measured: a structure of composition C37H42MnN9O, with the ωB97M-V functional and the def2-TZVPD basis.

E_HOMO (spin up / spin down) = -1.58 / -3.48 eV
2S+1 = 6
frontier orbital gap (spin up / spin down) = 3.9 / 5.8 eV
LUMO (spin up / spin down) = 2.3 / 2.3 eV
molar mass = 683.74 g mol⁻¹
total charge = -1
energy = -85831.6979 eV

Atoms and positions in Å:
1 H 5.42003 -1.31912 -1.16465
2 H -3.20203 -5.52611 1.71288
3 H -1.77348 -3.89178 2.79930
4 N 1.44394 -0.02989 1.57235
5 H -1.83098 -2.63958 -4.21662
6 H -4.35627 1.37631 -1.80225
7 H 1.67599 4.27405 -2.34855
8 C 5.29312 -1.79780 -2.13182
9 C -2.17013 -3.90234 -1.06239
10 H 2.75540 -1.50661 -4.35054
11 H 1.98449 1.13157 -4.38379
12 C -2.65287 -4.82821 1.08946
13 N -0.33060 2.52205 1.46521
14 C 2.34106 1.95026 -3.75892
15 C 3.71274 -1.90493 -4.02678
16 H 4.48093 -1.58540 -4.73275
17 C -2.32454 -3.77652 -2.46373
18 N -0.74764 -1.95360 -1.13085
19 Mn 0.00084 -0.52419 0.18641
20 H 2.35473 2.84889 -4.37862
21 N 2.14906 -1.02236 -1.13760
22 N -1.16211 2.25666 3.67512
23 H -2.20421 3.37583 -5.11836
24 C 0.50263 -1.96989 2.59430
25 C -0.93152 -1.83604 -2.43467
26 C -1.05617 -2.99683 0.98555
27 N -0.40951 0.91894 -0.80711
28 H -2.66332 1.40216 4.89536
29 C -1.84239 2.87247 -4.23203
30 H 0.46033 3.06563 4.74938
31 H -2.95913 -4.48330 -2.98479
32 H -3.79057 2.39965 -3.50457
33 C 2.88757 0.60337 3.89720
34 C -3.44576 -0.10278 -0.59825
35 H 3.45240 0.84032 4.78817
36 H -4.34584 2.11122 0.59568
37 C -2.83004 -4.86885 -0.27087
38 H 0.22382 3.24581 -4.63516
39 H 1.61326 1.26952 -1.85616
40 H -3.71370 3.34049 -0.51680
41 N -1.29363 0.54299 2.18891
42 C 1.45832 2.12151 -2.52455
43 H 2.92117 3.35599 -1.48511
44 C -0.48507 2.79017 -3.95475
45 C -3.53614 2.34921 -0.09624
46 H 3.37107 1.74086 -3.46655
47 H -0.30922 4.15560 3.58195
48 C -1.70345 -2.76233 -3.14973
49 H -1.01319 0.77948 5.18075
50 C -1.80087 -3.91952 1.72493
51 C 1.86247 3.37744 -1.75225
52 N 4.03201 -1.37289 -2.71318
53 C -1.32534 -2.97075 -0.43383
54 C 1.95648 -1.46186 4.94254
55 C 3.01714 -1.20791 -1.87277
56 H -2.60905 2.37598 0.46621
57 C 1.34193 -0.83026 2.68796
58 C -0.91267 1.52647 -1.88604
59 H -0.29701 2.06896 0.51496
60 C 3.01338 1.36141 2.72585
61 H 1.28364 3.45720 -0.83182
62 H 6.10525 -1.48782 -2.79105
63 C -2.72333 2.31226 -3.32274
64 C 2.29793 1.01834 1.60563
65 C 1.19210 -2.60464 4.81893
66 H -1.13834 3.77686 5.08416
67 H -2.66648 -0.21276 0.15838
68 H -3.48688 -5.58902 -0.73755
69 H -3.32190 -0.86888 -1.36033
70 C -0.90612 1.79606 2.41430
71 C 2.06596 -0.55568 3.87117
72 C -3.43769 1.29750 -1.20437
73 H 3.67813 2.21483 2.68471
74 C -2.31542 1.66282 -2.16636
75 C 0.47251 -2.87445 3.65879
76 H -4.40253 -0.27596 -0.10112
77 N -0.15672 -2.06822 1.38192
78 H -0.49008 -0.96740 -2.90945
79 H 1.13932 -3.30756 5.64266
80 C -0.01894 2.14008 -2.83213
81 H 5.33292 -2.88502 -2.00069
82 H 3.66431 -2.99948 -4.01831
83 C -1.71065 1.15346 4.42470
84 H -0.09766 -3.78516 3.59812
85 H 2.36916 1.59115 0.68894
86 H 2.50367 -1.26118 5.85660
87 O -2.44667 -0.97256 3.50683
88 H -0.09840 3.48723 1.60816
89 C -1.88736 0.08615 3.33101
90 C -0.49755 3.36219 4.30412

=====

# 2
Computed, not measured: a cluster of 11 separate species, C37H43B2F10N2O34 in total in a non-equilibrium geometry, with the ωB97M-V functional and the def2-TZVPD basis.

E_HOMO = -4.72 eV
2S+1 = 1
frontier orbital gap = 6.1 eV
LUMO = 1.4 eV
molar mass = 1271.33 g mol⁻¹
total charge = -1
energy = -140194.7959 eV

Atoms and positions in Å:
1 O -6.59147 1.50891 -5.19650
2 C 0.75657 10.67764 3.94631
3 O 1.07076 8.71567 6.49276
4 O 0.12784 -9.06530 -2.15303
5 O -13.33219 -0.90243 -8.01489
6 C 4.43710 -6.68133 1.81173
7 H 1.33361 5.18571 5.62450
8 O -0.06115 10.57149 7.11989
9 C -7.22244 0.47993 -5.82326
10 F -0.51543 12.47804 8.24712
11 O 1.52744 11.85750 4.22337
12 H 3.77239 -3.16886 3.94319
13 C 4.07404 -8.04647 0.07064
14 C 8.51358 -10.26762 -0.45112
15 H 3.38556 -6.36152 -1.11917
16 C -2.80438 2.53896 -1.80385
17 C 0.51396 10.80470 2.46237
18 H -2.33919 2.00054 -3.88949
19 H 4.61293 -3.74286 2.53382
20 C -0.26156 11.15735 8.39725
21 H 10.46574 -9.57429 -1.07043
22 B 0.75235 -0.14231 2.41560
23 H 0.07922 -5.41532 -1.08287
24 H 0.19644 0.15108 3.46697
25 O 1.95171 6.14429 2.62045
26 O 7.64662 -7.01496 -0.34861
27 O -0.13067 -0.92648 1.46682
28 H -1.97233 -2.12406 -1.48454
29 H 4.13295 -2.02563 2.68127
30 H -10.44400 0.09882 -7.01814
31 C -5.24361 1.11768 -4.99020
32 H 0.14650 -1.44792 -2.48886
33 C -0.34896 -2.31220 -2.92356
34 C 1.27222 1.20957 1.63399
35 H 1.86590 -3.84689 3.00593
36 O -2.38538 -4.09614 1.35676
37 O 2.63775 4.62319 4.10769
38 H -11.89939 1.05790 -6.68438
39 O -2.49354 1.30183 -1.16352
40 B 2.57302 -1.76797 0.26386
41 O 8.09584 -9.13512 0.28012
42 H -0.75268 -7.31056 1.18967
43 O -1.19477 -7.91572 -0.74605
44 C 1.06097 10.90529 9.08530
45 H -3.86212 2.59129 -2.04992
46 H 1.29580 10.37661 1.83375
47 O -0.67396 -0.03336 -1.17254
48 O 4.64022 -7.96062 1.35866
49 C -1.90710 2.49786 -3.02092
50 C -11.49556 0.22156 -7.25587
51 H 0.15940 5.84699 3.56944
52 H 3.05576 -8.42819 0.14451
53 O 3.74150 -2.46232 -0.07390
54 O -8.40125 0.37512 -5.91829
55 H 5.14375 -6.42120 -0.88112
56 H 2.42071 0.12169 -0.49928
57 N 2.06505 -0.80584 -0.71969
58 H 3.30671 1.22095 2.24818
59 O 1.47831 9.67953 8.47637
60 C 1.26236 12.76780 3.25834
61 F 0.38711 -3.43124 -2.68402
62 O 0.48373 12.21385 2.28465
63 O -6.32823 -0.39971 -6.30917
64 O 1.89335 -1.07391 2.60211
65 O -2.02209 -1.05662 -5.57654
66 C -0.03789 -8.18365 -1.37815
67 H -1.80809 -6.20578 0.28430
68 H 2.60851 -4.09896 1.43886
69 H 1.30409 9.78267 4.20930
70 F -0.68079 10.28470 2.09004
71 C 2.69582 5.00207 2.80871
72 O 4.55594 -6.35566 2.94148
73 F -1.49477 3.73976 -3.38550
74 C -1.26028 0.90551 -1.57677
75 O 8.89455 -8.36153 -1.65506
76 O -2.47147 -1.67667 -3.46851
77 H 7.63911 -10.76322 -0.87573
78 C -12.83295 -0.15080 -9.03949
79 H 4.51095 -1.88846 -0.05291
80 H -4.69900 0.66313 -7.03214
81 C 0.27668 -6.20238 -0.35314
82 F -4.44514 2.21450 -5.07723
83 C 1.13259 6.30228 3.75755
84 H -4.28896 -0.63028 -5.88904
85 H 2.51121 -1.05461 -1.60154
86 H 9.48302 -10.20780 -2.41035
87 C 9.45483 -9.66321 -1.47066
88 F -12.86610 -1.08848 -5.81095
89 C -1.43644 -3.59617 1.84950
90 H -2.11502 -3.52010 -2.58032
91 C 8.16254 -8.05698 -0.55220
92 C -1.68310 -1.57772 -4.55944
93 C 1.83823 -2.11905 1.65852
94 C 2.47666 -3.37959 2.23675
95 O 0.92859 -7.29319 -1.00665
96 C 0.32287 -2.17218 1.34283
97 C 0.85484 9.56920 7.28210
98 H 2.76556 2.55717 1.07902
99 C -1.78501 -2.48346 -2.49221
100 C 1.94272 5.62965 4.84237
101 F 4.81333 -8.91108 -0.68581
102 H 0.13163 -2.60441 0.34824
103 H -11.76108 -1.96261 -7.22470
104 F 1.08849 -5.71456 0.61251
105 H -2.54227 3.37084 -1.14862
106 O 1.65557 13.88462 3.25272
107 H 2.65709 6.32356 5.28793
108 O 3.27984 4.42778 1.96257
109 O -0.80283 1.74972 -2.56040
110 H 0.56721 1.77231 1.01583
111 C 3.84365 -3.05460 2.86487
112 F 9.14974 -11.13226 0.37905
113 H 1.78143 11.69240 8.86031
114 H -5.14348 0.68394 -3.99346
115 H 0.97252 10.79014 10.16172
116 C -0.95666 -6.86936 0.21282
117 F 0.95929 7.62935 4.00712
118 N -0.47460 -3.08971 2.34390
119 O 4.07126 -5.87122 0.79006
120 C -12.30689 -1.03536 -7.04508
121 O -0.47301 -2.12818 -4.33867
122 O -13.32972 -0.05877 -10.10967
123 C 2.52552 1.67660 1.65314
124 O -11.68999 0.46224 -8.65774
125 C -5.00899 0.14558 -6.12395
126 H -0.17092 10.70927 4.51710
127 C 4.17554 -6.62473 -0.42203
128 H -1.11924 10.68349 8.87727

=====

# 3
Computed, not measured: a structure of composition C37H43BGeI2N6O2Rb, with the ωB97M-V functional and the def2-TZVPD basis.

E_HOMO = -5.90 eV
2S+1 = 1
frontier orbital gap = 8.0 eV
LUMO = 2.1 eV
molar mass = 1026.49 g mol⁻¹
total charge = -1
energy = -126158.4248 eV

Atoms and positions in Å:
1 H -4.20925 -3.05873 -2.21837
2 H -6.04546 -0.06397 4.53379
3 C 0.11152 -3.54451 2.99622
4 H -3.55587 -3.14843 5.12897
5 Rb 0.18128 -0.13422 1.14531
6 C -0.20522 4.38414 -0.89534
7 C 1.44418 -1.11324 -5.66156
8 N -2.17436 -1.59704 -0.08113
9 H 1.87261 4.35344 -1.40440
10 C -0.26579 1.76886 -1.77514
11 C 4.55717 2.56435 -4.24587
12 H 2.19084 -3.51381 3.54394
13 C 1.27180 1.58911 -5.08909
14 H -5.88675 -3.84019 -0.30396
15 N -3.19490 -0.61347 2.79655
16 C 5.64638 3.32828 -4.65136
17 H 2.97396 0.85663 3.74576
18 H -6.01163 -1.04124 3.06183
19 H -0.30170 -4.90459 4.73261
20 C 1.96821 -0.61102 -4.47293
21 H -2.27477 4.10602 -0.37391
22 C -0.64013 -4.18580 4.00033
23 H -1.42417 -2.52886 -3.09209
24 H -2.88380 -4.75713 5.41306
25 H 1.50758 -2.17452 -5.87267
26 C 6.26558 4.18402 -3.75128
27 C -4.16719 -0.04459 3.54427
28 C 3.12228 0.25756 4.64007
29 H -0.31528 0.75711 -2.15084
30 H -3.93058 -4.46177 4.01735
31 C -1.38559 3.65274 -0.79527
32 B -3.13061 -2.05746 2.24888
33 C 2.90431 -0.05845 -1.31766
34 C 3.58231 0.21640 0.02670
35 H 6.00812 3.25260 -5.67076
36 H 0.42167 -0.64528 -7.49198
37 H -1.19224 2.79170 4.14056
38 C 4.70619 3.49676 -2.04163
39 H -2.14134 3.46661 2.81776
40 C -4.09452 -2.73572 -0.04392
41 C 0.75184 1.10008 -6.27954
42 H 1.78019 -4.70542 2.30554
43 N -1.90912 -2.83300 2.80802
44 C -5.29944 -3.42473 0.51433
45 C -1.41647 2.33799 -1.23482
46 Ge 2.53218 1.51557 -2.44843
47 H -2.32519 1.75092 -1.15695
48 C 0.94528 3.79383 -1.39767
49 C -3.77062 1.24696 3.82785
50 H -0.77648 2.41002 2.47405
51 H -1.90897 -0.83549 -3.09792
52 C -1.55496 -1.64933 -2.45897
53 H -5.93500 -2.74042 1.07969
54 H -0.17377 5.41026 -0.54877
55 C -5.43266 -0.73905 3.93715
56 H -0.57392 -1.38512 -2.06988
57 H -4.11651 -2.61893 2.64546
58 H 4.63032 0.48164 -0.14279
59 C -1.92297 -3.70265 3.84344
60 I 4.69821 -1.08966 4.17777
61 H 2.43308 -1.30424 -3.77926
62 H -5.02199 -4.24008 1.18532
63 H 3.49747 -0.76420 -1.90457
64 C 2.90832 1.38694 0.75503
65 C -2.51905 1.38757 3.19551
66 C 1.89536 0.74651 -4.16301
67 C -1.61072 2.57468 3.15561
68 C 1.56127 -3.69938 2.67192
69 C 4.06700 2.63549 -2.93825
70 H 3.57488 -0.66760 0.66603
71 H 1.92915 -0.54629 -1.18991
72 H 3.42016 0.82425 5.50934
73 C 5.79117 4.26482 -2.44780
74 H 4.35402 3.54424 -1.01784
75 H 7.11393 4.78291 -4.06231
76 N -3.15976 -2.10808 0.70661
77 H 6.27084 4.92647 -1.73570
78 N -0.65622 -2.72709 2.29295
79 H 4.08450 1.90495 -4.96601
80 H -5.24254 -1.63830 4.52533
81 H 0.27153 1.77569 -6.97773
82 C 0.93411 2.47134 -1.83956
83 O 2.88040 2.46421 0.12198
84 C -3.70160 -2.64184 -1.36092
85 C -2.48257 -1.93721 -1.32466
86 N -2.18841 0.26431 2.58133
87 C 0.83537 -0.25787 -6.56861
88 H -4.31637 1.98001 4.40322
89 H 1.85012 -2.99016 1.89662
90 H 1.18023 2.64969 -4.87058
91 I 1.27816 -0.69943 5.04925
92 O 2.38444 1.15619 1.87966
93 C -3.14309 -4.03425 4.64058

=====

total charge of number 2 (C37H43B2F10N2O34)? -1

=====

total charge of number 2 (C37H43B2F10N2O34)? -1